One molecule with the formula C18H25F2NO3 in a non-equilibrium geometry, computed with ωB97M-V/def2-TZVPD.

XYZ file:
```
49
Properties=species:S:1:pos:R:3:forces:R:3
C -3.709261 3.092680 3.407337 0.0 0.3 0.1
C -3.284325 3.089073 1.938584 2.9 0.0 0.3
C -3.367523 4.476265 1.318568 -1.4 -0.5 -1.7
C -1.804427 2.565541 1.706879 -2.6 -2.2 -2.6
C -1.724286 1.031450 1.953269 0.4 2.4 2.5
O -1.427492 0.722119 3.115190 -0.8 -0.9 -3.1
C -2.010283 0.012150 0.790978 -0.3 -2.5 0.6
F -2.607772 0.535086 -0.351889 1.3 -0.2 1.5
F -2.961774 -0.934025 1.246847 1.1 1.3 -0.2
C -0.633196 -0.791405 0.558355 -1.8 -0.5 -5.3
N 0.066056 -0.084217 -0.568698 -0.2 -0.5 -2.1
C 1.449020 -0.025438 -0.573613 0.8 0.2 3.6
O 2.044748 -0.125039 0.499642 -0.2 -0.2 -1.1
O 2.074053 0.274446 -1.709280 0.3 -0.7 -1.0
C 3.499487 -0.054135 -1.820247 1.8 -2.9 -3.2
C 3.974385 0.090896 -3.268529 0.0 -0.2 -1.7
C 4.442524 0.816568 -1.163076 -0.5 3.3 0.9
C 3.918476 -1.560765 -1.634847 -2.9 -0.8 0.6
C -0.648097 -2.275072 0.062352 -1.0 0.7 1.1
C 0.240792 -3.222407 0.574966 0.6 -0.3 0.1
C 0.290912 -4.530321 0.085878 -0.3 -1.5 -0.8
C -0.618448 -4.897739 -0.894595 -2.4 2.1 -0.6
C -1.606205 -3.940906 -1.360013 1.3 -0.8 -0.4
C -1.583550 -2.641294 -0.915646 -0.2 0.2 0.3
H -3.573830 2.147906 3.968168 -0.2 0.2 -0.7
H -4.784399 3.346434 3.341124 0.5 0.0 0.8
H -3.119977 3.835916 3.994583 -0.6 -0.2 -0.5
H -3.940839 2.456034 1.397863 -0.6 -0.8 -0.6
H -2.986216 4.573370 0.223626 -0.8 -0.4 1.9
H -4.451952 4.688774 1.387090 0.4 0.4 -0.6
H -2.911463 5.222679 1.907192 0.9 0.8 0.7
H -1.531425 2.802126 0.673743 -0.3 -0.3 -0.2
H -1.091046 3.072315 2.233966 1.6 1.0 2.1
H -0.110109 -0.779863 1.409627 2.1 0.6 3.2
H -0.285587 -0.451666 -1.496353 0.3 0.9 1.4
H 5.052405 -0.200035 -3.404244 -1.0 0.5 0.6
H 3.829088 1.057566 -3.675870 0.2 1.5 0.0
H 3.487100 -0.475828 -4.041854 -0.7 -1.0 0.1
H 4.184901 0.922082 -0.161678 0.0 0.1 2.1
H 4.356509 1.837738 -1.585898 0.0 -0.3 0.1
H 5.456784 0.558171 -1.294169 1.0 -0.7 -0.1
H 4.950732 -1.841909 -1.866266 -0.1 0.8 0.3
H 3.620930 -1.881243 -0.627518 0.4 -0.2 -0.1
H 3.298506 -2.166759 -2.353776 0.4 0.5 0.7
H 0.986064 -3.070880 1.351945 -0.3 0.9 0.0
H 0.998718 -5.343037 0.432142 -0.7 1.5 -0.1
H -0.815923 -5.845297 -1.334617 0.8 -1.0 0.1
H -2.300740 -4.171974 -2.188681 0.4 -0.3 0.8
H -2.332047 -1.916133 -1.288556 0.6 -0.4 0.3
```
Positions in Å, forces in eV/Å.

Relative energy (zero: lowest compared OMol25 entry of this formula, charge and spin) ... 2.229 eV
LUMO energy ... 0.4 eV
Orbital gap ... 9.8 eV
SMILES ... CC(C)CC(=O)C(F)(F)[C@H](NC(=O)OC(C)(C)C)c1ccccc1
E_HOMO ... -9.3 eV

Löwdin atomic charge list, values in e, 4 entries:
1. C -0.0674
2. C -0.4144
3. C -0.0873
4. C -0.0711

---

One molecule with the formula C18H25F3N2O3, computed with ωB97M-V/def2-TZVPD.

XYZ file:
```
51
Properties=species:S:1:pos:R:3:forces:R:3
C 0.019317 2.658775 -2.558784 0.1 -0.1 0.0
C 1.182144 1.976935 -1.932081 0.1 0.7 0.6
C 2.011392 2.355756 -0.919047 -0.4 -0.1 -0.5
C 2.935108 1.296249 -0.736111 0.0 -0.5 -0.4
C 2.615526 0.346489 -1.657115 0.7 0.1 0.7
C 3.205773 -0.999308 -1.936075 -0.2 0.2 0.0
N 2.245610 -2.067234 -1.712982 0.1 0.0 -0.5
C 1.997205 -2.537728 -0.465021 -0.3 -0.4 -0.4
O 2.668532 -2.219543 0.492379 0.2 0.1 0.4
C 0.835845 -3.515404 -0.366920 0.0 0.1 0.4
C -0.067618 -3.170785 0.822783 -0.1 0.1 -0.1
C -1.009133 -1.978883 0.608491 0.2 -0.2 -0.2
C -2.125658 -2.260837 -0.400563 -0.1 0.2 0.4
C -3.025575 -1.033617 -0.533680 0.2 -0.1 -0.3
C -2.199599 0.190767 -0.924310 -0.5 0.2 0.0
N -1.154118 0.402165 0.057131 -0.2 -0.2 -0.4
C -1.106413 1.554276 0.748459 0.5 0.0 0.2
O -1.819785 2.503511 0.472213 -0.2 0.3 0.0
C -0.092040 1.634785 1.891540 -0.3 0.3 0.1
C -0.452188 2.799664 2.813949 -0.2 -0.2 0.0
C -1.446253 2.355268 3.865061 0.1 0.2 0.2
F -2.522610 1.739865 3.360365 -0.2 -0.1 -0.3
F -1.897280 3.379933 4.604787 0.0 0.3 0.0
F -0.900008 1.480406 4.734719 0.3 -0.2 0.1
C -0.255024 -0.720992 0.162409 0.0 -0.2 0.4
O 1.543495 0.754497 -2.385738 0.0 -0.3 -0.3
H -0.390861 2.034591 -3.348065 -0.1 0.0 -0.1
H 0.323124 3.613053 -2.985733 0.0 0.0 -0.1
H -0.752915 2.852789 -1.815616 -0.1 0.0 0.0
H 1.971501 3.279523 -0.378909 -0.1 0.2 0.1
H 3.730015 1.245256 -0.021054 0.2 -0.1 0.2
H 3.557122 -1.065211 -2.969286 0.0 0.0 0.1
H 4.040035 -1.155628 -1.249606 0.0 0.1 -0.2
H 1.600416 -2.263702 -2.461132 0.0 -0.1 0.2
H 1.269324 -4.502573 -0.190652 0.0 0.0 -0.1
H 0.271528 -3.556156 -1.298158 0.0 0.0 -0.1
H -0.674268 -4.042948 1.074326 0.0 0.0 0.0
H 0.585265 -2.957763 1.671871 0.0 -0.1 0.0
H -1.481115 -1.761152 1.573691 0.0 0.0 0.0
H -2.713226 -3.121482 -0.075947 0.0 -0.1 0.0
H -1.697378 -2.496063 -1.377552 0.0 -0.1 -0.1
H -3.795285 -1.207000 -1.286895 -0.1 0.0 0.0
H -3.519470 -0.836374 0.419414 -0.1 0.0 0.0
H -2.819336 1.087639 -0.951701 0.1 -0.1 -0.1
H -1.742838 0.039011 -1.909465 0.0 0.0 0.0
H -0.074911 0.704097 2.458484 0.1 0.0 -0.1
H 0.896072 1.796922 1.457757 0.0 -0.1 0.0
H 0.420001 3.191567 3.336962 -0.1 0.0 0.0
H -0.920732 3.591814 2.223439 0.1 -0.1 0.1
H 0.572160 -0.506787 0.835044 0.0 0.0 -0.1
H 0.159127 -0.888437 -0.837080 0.1 0.0 0.1
```
Positions in Å, forces in eV/Å.

Relative energy (zero: lowest compared OMol25 entry of this formula, charge and spin) ... 0.000 eV
LUMO energy ... 0.6 eV
Orbital gap ... 9.0 eV
SMILES ... Cc1ccc(CNC(=O)CC[C@@H]2CCCN(C(=O)CCC(F)(F)F)C2)o1
E_HOMO ... -8.5 eV

Löwdin atomic charge list, values in e, 4 entries:
1. C 0.0020
2. C -0.3164
3. C -0.0381
4. C -0.0126

---

C18H25IN5O3Tl as an isolated structure, computed with ωB97M-V/def2-TZVPD.

XYZ file:
```
53
Properties=species:S:1:pos:R:3:forces:R:3
Tl 0.296427 0.069241 0.227995 0.2 0.1 0.9
C -2.478838 1.800153 3.675626 0.0 0.0 -0.1
C -2.654745 0.334939 3.408024 0.0 0.0 0.3
N -3.673255 -0.280317 3.969957 0.0 0.3 -0.1
C -3.872489 -1.585240 3.768023 0.2 -0.4 -0.2
C -3.061886 -2.356763 2.960961 -0.4 0.0 0.2
C -3.379699 -3.817039 2.754642 0.0 0.0 -0.1
O -2.214800 -4.609900 2.960371 0.0 0.0 0.0
C -1.982212 -1.717525 2.314336 0.4 0.1 -0.5
C -1.251888 -2.461188 1.318873 -0.3 0.0 0.6
N -0.394600 -2.064246 0.425849 0.0 -0.1 -0.4
C 0.032953 -3.055515 -0.520613 0.0 0.3 0.0
C -0.880362 -3.927630 -1.102546 -0.1 0.0 -0.1
C -0.455591 -4.886272 -2.009969 -0.1 0.0 0.1
C 0.880515 -4.970952 -2.365899 0.1 0.0 0.0
C 1.800430 -4.088876 -1.816093 0.0 -0.1 0.0
C 1.366767 -3.150401 -0.897173 0.2 0.2 0.0
I 2.752641 -1.791683 -0.086946 0.0 -0.3 -0.1
C -1.728390 -0.362364 2.590584 0.0 -0.2 0.0
O -0.656659 0.269472 2.156088 0.0 0.1 -0.1
H -3.263130 2.135030 4.348356 0.0 0.0 0.0
H -2.554204 2.379350 2.749803 0.0 0.0 0.0
H -1.509117 2.014852 4.125790 0.0 0.0 0.0
H -4.733779 -2.022698 4.258153 0.0 0.0 0.1
H -3.743208 -3.983682 1.734014 0.0 0.0 0.0
H -4.189442 -4.102253 3.425121 0.0 0.0 0.0
H -2.387390 -5.287833 3.619558 0.0 0.0 0.0
H -1.462217 -3.528519 1.318025 0.0 0.0 -0.1
H -1.933407 -3.838354 -0.867397 0.0 0.0 0.0
H -1.178758 -5.558692 -2.450145 0.0 0.0 0.0
H 1.211146 -5.711655 -3.080327 0.0 0.0 0.0
H 2.843442 -4.142853 -2.095557 0.0 0.0 0.0
N 1.470879 1.203352 -1.436312 -0.3 -0.1 -0.1
C 0.920475 2.564090 -1.648932 0.0 0.0 0.0
C 0.517082 3.155376 -0.305702 0.0 0.0 0.0
N -0.523867 2.305694 0.288299 -0.1 0.0 -0.5
H 2.421124 1.232798 -1.071570 0.0 0.0 0.0
H 1.492586 0.669950 -2.301391 0.1 0.0 0.0
H 0.058049 2.477367 -2.311509 0.0 0.0 0.0
H 1.649437 3.208277 -2.139262 0.0 0.0 0.0
H 0.197888 4.191131 -0.418760 0.0 0.0 -0.1
H 1.378058 3.134243 0.361763 0.0 0.1 0.0
H -1.412234 2.423309 -0.193844 0.0 0.1 0.1
H -0.686273 2.476260 1.277081 0.1 -0.1 0.0
C 1.549780 2.168060 3.532751 0.0 0.0 0.0
C 2.385218 1.254562 2.693094 -0.1 0.0 0.0
N 3.443852 0.698898 3.263258 0.0 0.0 0.0
O 2.102766 1.003776 1.496143 0.1 0.0 -0.1
H 2.097113 2.572178 4.381232 0.0 0.0 0.0
H 0.697638 1.594470 3.897179 0.0 0.0 0.0
H 1.176835 2.989896 2.924525 0.0 0.0 0.0
H 3.715256 0.929495 4.205095 0.0 0.0 0.0
H 4.026891 0.064097 2.741377 0.0 0.0 0.0
```
Positions in Å, forces in eV/Å.

Relative energy (zero: lowest compared OMol25 entry of this formula, charge and spin) ... 0.237 eV
Total charge ... +2
LUMO energy ... -7.3 eV
Orbital gap ... 6.3 eV
E_HOMO ... -13.6 eV

Löwdin atomic charge list, values in e, 4 entries:
1. Tl 1.0143
2. C -0.0040
3. C -0.2447
4. N 0.1483

---

C18H25MoN2O6S2Se3Te as an isolated structure, computed with ωB97M-V/def2-TZVPD.

XYZ file:
```
58
Properties=species:S:1:pos:R:3:forces:R:3
Mo 0.638249 -0.076412 0.353905 -0.2 0.2 -0.9
C -1.941039 -1.714864 1.768177 0.0 0.0 0.0
C -2.210375 -1.132406 3.144953 0.0 -0.1 0.0
O -1.113352 -0.317240 3.448549 0.0 0.0 0.0
C -1.024664 0.219824 4.760193 0.0 0.0 0.0
C -0.358014 1.577349 4.629866 -0.1 0.0 0.0
O 0.823416 1.385416 3.882129 0.0 0.0 0.1
C 1.240823 2.427903 3.038420 0.0 0.0 -0.1
C 0.262136 2.797273 1.919598 0.1 0.0 0.1
O -0.338248 1.640742 1.287956 0.0 -0.1 0.0
C -1.782783 1.625594 1.339326 0.0 0.0 0.0
C -2.310162 0.404161 0.598194 0.0 0.0 0.0
O -1.459578 -0.732487 0.827800 -0.1 0.0 0.0
H -2.843286 -2.172460 1.356316 0.0 0.0 0.0
H -1.154080 -2.466019 1.808250 0.0 0.0 0.0
H -2.326588 -1.968892 3.844899 0.0 0.0 0.0
H -3.146819 -0.557780 3.167318 0.0 0.0 0.0
H -0.426191 -0.449616 5.384533 0.0 0.0 0.0
H -2.013114 0.331402 5.216979 0.0 0.0 0.0
H -0.137152 1.992587 5.618636 0.0 0.0 0.0
H -1.037911 2.271133 4.125563 0.0 0.0 0.0
H 2.177561 2.082495 2.603090 0.0 0.0 0.0
H 1.448863 3.352101 3.593671 0.0 0.0 0.0
H 0.807078 3.354195 1.153891 0.0 0.0 0.0
H -0.553467 3.428257 2.271702 0.0 0.0 0.0
H -2.161258 2.528995 0.855541 0.0 0.0 0.0
H -2.078171 1.614349 2.386113 0.0 0.0 0.0
H -2.304935 0.570010 -0.474669 0.0 0.0 0.0
H -3.326900 0.177153 0.919058 0.0 0.0 0.0
Se 4.190197 -0.601092 -0.246166 0.0 0.0 -0.1
Se 2.727420 1.218256 -0.186204 0.1 0.0 -0.1
Te 4.041036 -1.213868 2.165463 0.0 0.0 0.0
Se 1.576170 -1.136888 2.324111 0.1 -0.3 0.5
O -1.093248 2.888382 -2.583184 0.0 -0.1 0.0
C -0.655812 2.273866 -3.709996 0.0 0.0 0.0
C -0.855877 2.948530 -4.913353 0.0 0.0 0.1
C -0.430715 2.396276 -6.101454 0.0 0.0 0.0
C 0.206812 1.156132 -6.119686 0.0 0.0 0.0
C 0.403609 0.484473 -4.935409 0.0 0.0 0.0
C -0.022837 1.020741 -3.712290 0.0 0.0 -0.1
C 0.215308 0.259831 -2.476488 0.1 0.0 -0.2
O -0.236119 0.760355 -1.343435 0.1 -0.1 0.5
N 0.840500 -0.871878 -2.517909 0.0 0.1 -0.1
N 0.967995 -1.455003 -1.253934 -0.1 0.1 0.3
C 1.297017 -2.704762 -1.338011 0.1 0.0 0.1
S 1.611377 -3.425054 -2.886721 0.0 0.0 0.0
C 1.880668 -5.093951 -2.228566 0.0 -0.1 0.0
C 2.459245 -4.974173 -0.834027 0.0 0.0 0.0
S 1.474202 -3.737011 0.053437 0.0 0.1 -0.1
H -0.844348 2.309643 -1.841288 0.0 0.0 0.0
H -1.345789 3.912079 -4.881208 0.0 0.0 0.0
H -0.591402 2.934819 -7.026176 0.0 0.0 0.0
H 0.544220 0.726299 -7.052157 0.0 0.0 0.0
H 0.896116 -0.477966 -4.926256 0.0 0.0 0.0
H 2.571365 -5.600897 -2.901329 0.0 0.0 0.0
H 0.935597 -5.635713 -2.219858 0.0 0.0 0.0
H 3.497825 -4.645865 -0.858828 0.0 0.0 0.0
H 2.389443 -5.908313 -0.279015 0.0 0.0 0.0
```
Positions in Å, forces in eV/Å.

Relative energy (zero: lowest compared OMol25 entry of this formula, charge and spin) ... 0.000 eV
Total charge ... +1
LUMO energy (alpha / beta) ... -4.7 / -3.8 eV
Orbital gap (alpha / beta) ... 5.5 / 6.6 eV
Spin multiplicity ... 3
E_HOMO (alpha / beta) ... -10.2 / -10.4 eV

Löwdin atomic charge list, values in e, 4 entries:
1. Mo 1.0820
2. C -0.1308
3. C -0.1839
4. O -0.2426

---

> Number 2 is which compound?

C18H25F3N2O3

---

> Which of these has the highest relative energy (zero: lowest compared OMol25 entry of this formula, charge and spin)?

C18H25F2NO3

---

> Among the records above, which one has the highest relative energy (zero: lowest compared OMol25 entry of this formula, charge and spin)?

C18H25F2NO3

---

> Look up the relative energy (zero: lowest compared OMol25 entry of this formula, charge and spin) of the first one.

2.229 eV